ORCA calculation (the ωB97M-V functional and the def2-TZVPD basis) on C4H5F in the gas phase at a distorted geometry.

Each atom is followed by the atoms it is bonded to, with distances in Å.
Geometry (Å):
1 C 2.3333 -0.3282 -0.0458  C2 1.307, H6 1.066, H7 1.134
2 C 1.3279 0.4915 0.1172  C1 1.307, C3 1.521, H8 1.079
3 C -0.0436 -0.1526 -0.0096  C2 1.521, C4 1.308, H9 1.094
4 C -1.2045 0.4292 -0.1631  C3 1.308, F5 1.281, H10 1.112
5 F -2.1969 -0.3422 0.0824  C4 1.281
6 H 2.0759 -1.3531 -0.1846  C1 1.066
7 H 3.4205 -0.0127 -0.1042  C1 1.134
8 H 1.2678 1.5408 0.3625  C2 1.079
9 H -0.0327 -1.2415 0.0977  C3 1.094
10 H -1.4375 1.5071 -0.3047  C4 1.112

The maximum force is 4.1 eV/Å. The value obtained for the HOMO-LUMO gap is 10.098 eV. The value obtained for the calculated total energy is -6944.4730 eV. As for the SMILES: C=C/C=C/F. As for the net charge: 0. As for the HOMO energy: -8.853 eV.

Just the Mulliken charges please, in e? Sure, here they are:
1. C -0.710
2. C -0.074
3. C -0.126
4. C -0.173
5. F -0.232
6. H 0.218
7. H 0.239
8. H 0.313
9. H 0.227
10. H 0.318